# 1
A structure of composition C17H25N3O6P2Pd. Source: the OMol25 dataset; level of theory: the ωB97M-V functional and the def2-TZVPD basis.

Output
Energy above the lowest of the compared OMol25 structures with the same formula, charge and spin: 0.0 kcal per mole
HOMO level (alpha / beta): -15.762 / -15.761 eV
HOMO-LUMO gap (alpha / beta): 5.84 / 5.83 eV
Net charge: +2

Last column: Mulliken charge in e.
CARTESIAN COORDINATES (ANGSTROEM)
Pd: 0.959 -0.181 1.115  0.752
C: -2.797 -0.203 2.936  -1.330
C: -2.009 -1.248 2.147  -0.175
C: -2.227 -1.240 0.668  0.695
C: -3.506 -1.101 0.181  -0.825
C: -3.797 -1.434 -1.131  -0.946
C: -2.814 -1.870 -2.046  -0.605
C: -1.514 -2.019 -1.682  1.422
C: -0.462 -2.267 -2.736  -0.570
C: -0.823 -1.769 -4.133  -1.639
C: -1.178 -1.697 -0.281  0.652
N: 0.054 -1.754 0.172  -0.343
C: 0.990 -2.676 -0.266  -0.409
C: 2.241 -2.535 0.224  0.159
C: 3.470 -3.304 0.095  -1.043
C: 4.396 -2.654 0.819  -0.647
C: 3.743 -1.465 1.396  -0.165
N: 2.498 -1.417 1.057  -0.082
H: -2.543 -0.295 3.990  0.417
H: -3.874 -0.338 2.860  0.463
H: -2.541 0.799 2.598  0.217
H: -2.327 -2.250 2.472  0.522
H: -0.953 -1.192 2.396  0.237
H: -4.307 -0.803 0.840  0.403
H: -4.823 -1.362 -1.473  0.465
H: -3.107 -2.025 -3.075  0.359
H: -0.268 -3.345 -2.786  0.355
H: 0.475 -1.799 -2.432  0.400
H: -1.627 -2.341 -4.594  0.431
H: 0.045 -1.867 -4.782  0.423
H: -1.117 -0.719 -4.110  0.396
H: 0.686 -3.516 -0.871  0.673
H: 3.585 -4.213 -0.472  0.497
H: 5.432 -2.914 0.966  0.483
H: 4.191 -0.698 2.014  0.583
N: 1.036 4.258 -0.626  -0.180
C: 0.736 3.281 0.493  0.466
C: 0.073 4.023 1.650  -1.958
P: 2.361 2.509 0.905  1.201
O: 3.092 3.567 1.835  -0.567
O: 3.045 2.335 -0.385  -0.813
O: 2.038 1.313 1.827  -0.738
P: -0.495 2.091 -0.212  0.947
O: 0.251 1.338 -1.434  -0.506
O: -1.636 2.882 -0.692  -0.787
O: -0.656 1.010 0.863  -0.397
H: 1.466 5.113 -0.262  0.359
H: 0.170 4.507 -1.117  0.365
H: 1.717 3.812 -1.260  0.369
H: 0.723 4.816 2.024  0.512
H: -0.111 3.325 2.466  0.403
H: -0.884 4.449 1.348  0.442
H: 3.002 3.430 2.786  0.340
H: -0.080 1.651 -2.287  0.314

***

# 2
A cluster of 7 separate species, C31H71N4O11 in total. Source: the OMol25 dataset; level of theory: the ωB97M-V functional and the def2-TZVPD basis.

Output
HOMO level: -7.603 eV
HOMO-LUMO gap: 5.17 eV
Net charge: +1

Last column: Mulliken charge in e.
CARTESIAN COORDINATES (ANGSTROEM)
C: -11.840 -0.416 -1.211  -1.547
C: -10.593 0.131 -1.867  0.148
C: -9.890 -0.983 -2.787  -0.687
N: -8.346 -0.816 -2.982  0.612
C: -7.994 0.585 -3.477  -1.135
C: -6.620 0.830 -4.070  0.323
C: -6.228 -0.286 -5.144  -1.339
C: -6.483 -1.694 -4.580  0.016
C: -7.868 -1.859 -3.988  -0.837
C: -7.510 -1.061 -1.642  -0.442
H: -12.329 0.346 -0.604  0.396
H: -11.755 -1.306 -0.587  0.385
H: -12.584 -0.672 -1.965  0.380
H: -10.006 0.527 -1.037  0.001
H: -10.856 0.937 -2.553  0.351
H: -10.239 -1.019 -3.819  0.449
H: -9.961 -1.932 -2.255  0.366
H: -8.769 0.931 -4.161  0.493
H: -8.286 1.193 -2.620  0.513
H: -6.677 1.831 -4.498  0.480
H: -5.974 0.832 -3.192  -0.434
H: -6.799 -0.136 -6.060  0.467
H: -5.229 -0.181 -5.567  0.457
H: -6.400 -2.415 -5.393  0.573
H: -5.684 -1.891 -3.866  -0.243
H: -8.427 -1.727 -4.914  0.401
H: -8.025 -2.875 -3.625  0.444
H: -7.843 -0.329 -0.906  0.303
H: -6.460 -0.955 -1.912  -0.281
H: -7.603 -2.109 -1.355  0.454
C: -8.217 4.630 3.763  -1.465
C: -7.420 4.616 2.486  -0.132
C: -6.931 3.146 2.209  -0.804
N: -6.121 2.946 0.874  0.552
C: -5.106 4.097 0.696  -0.641
C: -4.087 3.753 -0.491  -1.164
C: -3.440 2.348 -0.376  -0.927
C: -4.393 1.197 -0.030  2.782
C: -5.356 1.612 1.065  -1.526
C: -7.096 2.871 -0.332  -1.197
H: -8.424 5.628 4.150  0.374
H: -7.621 4.217 4.576  0.367
H: -9.082 3.967 3.771  0.379
H: -6.578 5.286 2.655  0.328
H: -7.995 4.988 1.638  0.311
H: -7.774 2.457 2.253  0.405
H: -6.228 2.781 2.957  0.481
H: -4.587 4.230 1.645  0.466
H: -5.715 4.984 0.520  0.540
H: -3.336 4.531 -0.620  0.549
H: -4.633 3.888 -1.424  0.385
H: -2.730 2.335 0.451  0.418
H: -2.802 2.152 -1.238  0.451
H: -3.813 0.350 0.337  -0.893
H: -5.012 0.906 -0.879  -1.371
H: -4.846 1.517 2.023  0.328
H: -6.159 0.883 1.169  0.624
H: -7.736 1.990 -0.282  0.407
H: -6.441 2.722 -1.190  0.330
H: -7.716 3.759 -0.453  0.466
C: -6.000 -8.085 -2.036  -1.082
N: -4.657 -7.401 -2.112  0.446
C: -4.856 -6.246 -3.129  -1.121
C: -4.371 -6.821 -0.698  -1.059
C: -3.588 -8.460 -2.451  -0.398
C: -3.446 -8.876 -3.922  -0.820
O: -4.712 -9.295 -4.421  -0.488
H: -6.256 -8.337 -3.064  0.499
H: -6.706 -7.371 -1.612  0.384
H: -5.998 -9.018 -1.472  0.353
H: -3.874 -5.800 -3.285  0.431
H: -5.576 -5.491 -2.814  0.488
H: -5.328 -6.560 -4.060  0.384
H: -5.197 -6.154 -0.450  0.369
H: -3.397 -6.334 -0.649  0.356
H: -4.309 -7.644 0.014  0.438
H: -3.865 -9.333 -1.859  0.372
H: -2.674 -7.945 -2.155  0.339
H: -2.800 -9.728 -4.133  0.437
H: -3.063 -8.124 -4.612  0.324
H: -4.761 -10.166 -4.021  0.333
C: -2.227 -4.352 3.568  -0.785
N: -1.798 -2.973 3.022  0.115
C: -2.968 -2.002 3.245  -1.047
C: -0.564 -2.423 3.817  -0.839
C: -1.464 -3.127 1.493  -0.292
C: -1.414 -1.869 0.624  0.078
O: -0.409 -0.964 1.064  -0.580
H: -2.481 -4.245 4.622  0.408
H: -1.467 -5.128 3.478  0.367
H: -3.154 -4.702 3.113  0.179
H: -3.154 -2.147 4.310  0.503
H: -3.777 -2.386 2.623  0.311
H: -2.752 -0.972 2.962  0.375
H: -0.765 -2.387 4.888  0.353
H: -0.397 -1.402 3.472  0.363
H: 0.313 -3.017 3.560  0.343
H: -2.275 -3.766 1.144  0.104
H: -0.521 -3.675 1.489  0.483
H: -2.280 -1.326 0.247  -0.423
H: -1.059 -2.281 -0.320  0.545
H: 0.451 -1.264 0.760  0.374
O: -6.105 -5.998 3.148  -0.489
C: -5.811 -5.713 4.388  0.603
O: -5.167 -4.651 4.583  -0.749
O: -5.980 -6.603 5.206  -0.750
H: -5.677 -5.157 2.976  0.418
O: -4.892 -1.880 0.158  -0.306
C: -4.558 -3.099 -0.136  1.304
O: -4.874 -3.978 0.676  -0.714
O: -3.988 -3.307 -1.222  -0.904
H: -4.657 -1.632 -0.739  -0.313
O: -3.588 -0.750 -2.423  0.160
C: -2.947 -0.319 -3.500  0.508
O: -2.764 0.869 -3.673  -0.729
O: -2.514 -1.217 -4.249  -0.781
H: -3.363 -1.651 -2.666  -0.064

***

# 3
A cluster of 2 separate species, C4H6O2 in total. Source: the OMol25 dataset; level of theory: the ωB97M-V functional and the def2-TZVPD basis.

Output
Energy above the lowest of the compared OMol25 structures with the same formula, charge and spin: 50.1 kcal per mole
HOMO level: -8.779 eV
HOMO-LUMO gap: 9.40 eV
Net charge: 0

Last column: Mulliken charge in e.
CARTESIAN COORDINATES (ANGSTROEM)
C: 0.246 -1.971 -0.639  -1.089
C: -0.141 -0.512 -0.582  -0.334
C: 0.317 0.384 -1.425  0.547
O: 0.730 1.192 -2.167  -0.401
H: -0.617 -2.594 -0.898  0.274
H: 1.025 -2.150 -1.386  0.339
H: 0.627 -2.310 0.330  0.266
H: -0.854 -0.148 0.156  0.411
C: -0.324 2.032 1.655  -0.083
O: -1.393 1.474 1.642  -0.419
H: 0.571 1.585 1.180  0.224
H: -0.187 3.018 2.135  0.263

***

# 4
The ion C7H12N3 with charge +1. Source: the OMol25 dataset; level of theory: the ωB97M-V functional and the def2-TZVPD basis.

Output
Energy above the lowest of the compared OMol25 structures with the same formula, charge and spin: 99.0 kcal per mole
HOMO level (alpha / beta): -13.124 / -13.120 eV
HOMO-LUMO gap (alpha / beta): 7.22 / 7.21 eV
Net charge: +1

Last column: Mulliken charge in e.
CARTESIAN COORDINATES (ANGSTROEM)
C: 0.477 -0.942 -0.942  -0.356
C: -0.672 -1.554 -0.252  1.179
C: -1.350 -0.349 1.820  -0.314
C: -0.284 1.504 0.606  -1.139
C: 1.161 1.117 0.110  0.662
C: -1.075 -2.859 -0.857  -1.634
C: 1.862 2.355 -0.446  -1.599
N: 1.162 0.120 -0.900  -0.435
N: -1.511 -1.107 0.691  -0.069
N: -0.712 0.770 1.770  0.100
H: 0.743 -1.562 -1.796  0.329
H: -0.279 2.568 0.847  0.437
H: -0.981 1.332 -0.219  0.475
H: 1.727 0.737 0.972  0.292
H: -1.626 -3.480 -0.154  0.474
H: -1.715 -2.696 -1.728  0.344
H: -0.206 -3.416 -1.201  0.432
H: 2.801 2.056 -0.900  0.406
H: 2.070 3.074 0.339  0.433
H: 1.254 2.826 -1.211  0.367
H: -2.342 -1.696 0.783  0.336
H: -0.506 1.202 2.667  0.280

***

# 5
A cluster of 2 separate species, H3N2O2S in total. Source: the OMol25 dataset; level of theory: the ωB97M-V functional and the def2-TZVPD basis.

Output
Energy above the lowest of the compared OMol25 structures with the same formula, charge and spin: 79.4 kcal per mole
HOMO level (alpha / beta): -3.757 / -3.756 eV
HOMO-LUMO gap (alpha / beta): 6.81 / 6.81 eV
Net charge: -1

Last column: Mulliken charge in e.
CARTESIAN COORDINATES (ANGSTROEM)
N: 1.870 -0.418 0.124  -0.522
N: -0.046 0.409 -0.351  -0.382
O: -2.406 0.064 -1.137  -0.612
O: -2.044 0.281 1.228  -0.605
S: -1.515 -0.421 0.020  0.421
H: 2.461 0.421 0.299  0.196
H: 1.547 -0.449 1.151  0.226
H: 0.134 0.113 -1.334  0.278

***

# 6
A structure of composition C35H63MnN8O. Source: the OMol25 dataset; level of theory: the ωB97M-V functional and the def2-TZVPD basis.

Output
Energy above the lowest of the compared OMol25 structures with the same formula, charge and spin: 0.0 kcal per mole
HOMO level (alpha / beta): -11.875 / -11.807 eV
HOMO-LUMO gap (alpha / beta): 8.28 / 7.42 eV
Net charge: +1
2S+1: 6

Last column: Löwdin spin population.
CARTESIAN COORDINATES (ANGSTROEM)
Mn: 2.280 2.857 2.735  4.723
C: 0.102 1.500 -0.315  0.004
C: -0.363 1.617 1.149  0.018
C: -0.517 0.230 1.740  0.004
O: 0.493 2.403 1.912  0.163
H: -0.660 1.009 -0.925  0.000
H: 1.069 1.000 -0.430  0.000
H: 0.258 2.463 -0.809  0.000
H: -1.339 2.115 1.114  0.003
H: 0.386 -0.387 1.781  0.000
H: -1.196 -0.328 1.089  0.000
H: -0.946 0.202 2.744  0.000
C: -0.747 -4.904 3.012  0.000
C: 0.652 -5.160 3.600  0.000
C: 1.767 -4.248 3.154  0.000
C: 1.972 -4.377 1.691  0.000
N: 2.066 -4.485 0.552  0.000
H: -0.717 -4.643 1.956  0.000
H: -1.220 -4.147 3.634  0.000
H: -1.311 -5.823 3.158  0.000
H: 0.956 -6.179 3.349  0.000
H: 0.602 -5.150 4.692  0.000
H: 2.743 -4.521 3.568  0.000
H: 1.666 -3.184 3.386  0.000
C: -1.313 5.358 -1.536  0.000
C: -0.495 5.935 -0.380  0.000
C: 0.923 5.349 -0.299  0.000
C: 1.792 5.597 -1.437  0.000
N: 2.489 5.809 -2.325  0.000
H: -0.772 5.465 -2.481  0.000
H: -2.232 5.932 -1.649  0.000
H: -1.533 4.293 -1.464  0.000
H: -0.962 5.695 0.577  0.000
H: -0.518 7.019 -0.487  0.000
H: 0.840 4.281 -0.100  0.000
H: 1.405 5.825 0.560  0.000
C: -1.365 -5.614 -3.455  0.000
C: -0.939 -5.460 -2.005  0.000
C: -1.292 -4.078 -1.468  0.000
C: -2.728 -3.866 -1.331  0.000
N: -3.857 -3.717 -1.180  0.000
H: -2.445 -5.614 -3.630  0.000
H: -1.109 -6.571 -3.920  0.000
H: -0.926 -4.884 -4.141  0.000
H: 0.149 -5.537 -1.983  0.000
H: -1.357 -6.264 -1.401  0.000
H: -0.910 -3.231 -2.041  0.000
H: -0.830 -3.968 -0.484  0.000
C: 3.658 1.862 -2.543  0.000
C: 4.669 3.021 -2.433  0.000
C: 5.163 3.275 -0.986  0.002
C: 4.086 3.269 0.004  0.016
N: 3.226 3.293 0.764  0.022
H: 3.366 1.567 -3.545  0.000
H: 2.728 2.184 -2.063  0.000
H: 4.042 0.999 -1.995  0.000
H: 4.169 3.911 -2.816  0.000
H: 5.555 2.860 -3.044  0.000
H: 5.739 4.190 -0.874  0.000
H: 5.751 2.393 -0.714  0.001
C: 2.158 -2.275 -2.016  0.000
C: 1.548 -1.357 -3.089  0.000
C: 2.211 -1.529 -4.449  0.000
C: 3.639 -1.195 -4.404  0.000
N: 4.761 -0.959 -4.388  0.000
H: 3.206 -2.028 -1.841  0.000
H: 2.071 -3.309 -2.349  0.000
H: 1.667 -2.150 -1.052  0.000
H: 1.611 -0.320 -2.753  0.000
H: 0.474 -1.517 -3.212  0.000
H: 1.741 -1.011 -5.285  0.000
H: 2.205 -2.578 -4.767  0.000
C: -5.199 -1.003 3.617  0.000
C: -3.937 -1.240 2.771  0.000
C: -3.953 -2.462 1.879  0.000
C: -4.050 -3.759 2.602  0.000
N: -4.087 -4.758 3.167  0.000
H: -5.394 -1.848 4.278  0.000
H: -6.033 -0.952 2.913  0.000
H: -5.158 -0.100 4.222  0.000
H: -3.108 -1.315 3.486  0.000
H: -3.701 -0.376 2.148  0.000
H: -3.023 -2.524 1.318  0.000
H: -4.821 -2.391 1.222  0.000
C: -1.908 2.299 6.089  0.000
C: -1.415 0.846 5.969  0.001
C: 0.098 0.744 6.256  0.003
C: 0.914 1.588 5.395  0.018
N: 1.579 2.227 4.715  0.020
H: -1.730 2.722 7.074  0.000
H: -2.935 2.447 5.765  0.000
H: -1.294 2.801 5.333  0.000
H: -1.625 0.472 4.969  0.000
H: -1.908 0.208 6.703  0.000
H: 0.527 -0.236 6.017  0.001
H: 0.367 0.945 7.294  0.001
C: 0.773 2.338 -4.301  0.000
C: -0.400 2.795 -5.171  0.000
C: -1.658 1.971 -4.917  0.000
C: -2.244 2.054 -3.581  0.000
N: -2.706 2.132 -2.532  0.000
H: 1.723 2.848 -4.436  0.000
H: 0.979 1.301 -4.588  0.000
H: 0.463 2.341 -3.253  0.000
H: -0.141 2.577 -6.209  0.000
H: -0.556 3.870 -5.093  0.000
H: -1.497 0.907 -5.104  0.000
H: -2.397 2.321 -5.640  0.000

***

no.,calculated total energy (eV)
1,-56836.42985
2,-61769.08042
3,-8338.28816
4,-11914.24631
5,-17956.35644
6,-82598.12343